Entry 1:
# C5H20AgClN2O5

C5H20AgClN2O5 as an isolated structure in a non-equilibrium geometry (ωB97M-V/def2-TZVPD, OMol25).

Results
<S²>: 0.752
F_max in eV/A: 3.16
Charge: +1
Spin multiplicity: 2
ΔE to the lowest compared entry with this formula, charge and spin in eV: 3.3445

Atoms and positions in Å:
1 O -3.06774 0.83117 4.76522
2 H -1.46009 1.70340 3.88637
3 C 2.16085 -4.95174 -1.17821
4 C -2.52233 1.92031 3.99904
5 H 0.65012 -1.87059 4.16305
6 C 0.69405 5.65169 -3.31935
7 H -1.17756 5.19495 -3.99707
8 C 1.62994 -2.65999 5.50717
9 O -2.78572 -2.12627 -2.67336
10 H 2.21926 -4.65121 -0.13209
11 H 2.06568 -3.98514 -1.67290
12 O 0.48016 -1.97413 5.10221
13 H -0.40526 7.19577 -3.97042
14 Cl 0.54975 0.57204 -0.22703
15 H 1.32366 7.47585 -3.72848
16 H 3.56224 -6.34651 -1.09547
17 O 1.71707 5.24487 -2.80617
18 H 2.47948 -2.08764 5.13460
19 H -3.34029 -3.03941 -4.38046
20 C -2.44813 -2.55778 -3.98023
21 H -3.06727 2.34626 3.15660
22 H -1.62319 -3.26836 -3.92897
23 H -0.29871 3.99717 -2.98163
24 H -2.20377 -1.79911 -4.72375
25 Ag 3.52819 3.49872 0.41093
26 H -2.00812 -1.63402 -2.40018
27 H 1.57436 -2.51100 6.58551
28 H 1.57666 -3.68490 5.13998
29 H 1.36391 -5.64358 -1.45084
30 H -2.28508 0.29608 4.91597
31 N -0.35097 4.83703 -3.54020
32 H -2.50981 2.68854 4.77219
33 N 0.52737 6.85687 -3.78214
34 O 3.45129 -5.51934 -1.56989


Entry 2:
# C4H9N3

C4H9N3 as an isolated structure (ωB97M-V/def2-TZVPD, OMol25).

Results
F_max in eV/A: 0.54
ΔE to the lowest compared entry with this formula, charge and spin in eV: 3.5313

Atoms and positions in Å:
1 H 0.98144 -1.51258 -1.27239
2 H -1.06654 1.92203 -1.81152
3 C -0.48994 0.66755 -0.30342
4 H -1.75975 2.22863 -0.35097
5 C 0.90063 0.30265 -0.11016
6 H -2.44523 -0.96328 1.76678
7 N 0.11674 -0.79377 1.17064
8 N -0.91441 1.90817 -0.81016
9 C -1.15402 -0.20690 0.55103
10 H 1.57071 1.09867 0.25524
11 H 0.32716 -0.39474 2.08096
12 H 0.15840 -1.81606 1.22646
13 C 1.63960 -0.69939 -0.96059
14 H 2.52456 -1.10042 -0.45792
15 N -2.36911 -0.45610 0.89076
16 H 1.97977 -0.18446 -1.86474


Entry 3:
# C39H41BN10OPSeTi

C39H41BN10OPSeTi as an isolated structure in a non-equilibrium geometry (ωB97M-V/def2-TZVPD, OMol25).

Results
<S²>: 2.060
F_max in eV/A: 3.33
Charge: -1
Spin multiplicity: 3
ΔE to the lowest compared entry with this formula, charge and spin in eV: 5.0435

Atoms and positions in Å:
1 Se 3.87569 -2.44944 -4.22338
2 C 3.32427 -5.13570 -1.33585
3 C -0.41994 2.23028 -2.14613
4 C -3.95651 1.27823 2.21466
5 C -4.16478 1.50871 -2.81507
6 H 2.17065 -4.52074 5.72125
7 H 0.66207 -4.36609 3.38888
8 C -3.21091 1.21439 4.53361
9 C -3.73982 0.56781 3.40391
10 H 2.44610 -5.79953 0.43922
11 H 1.08862 -3.57899 0.82680
12 H -0.42052 -0.47073 0.63563
13 H -3.98969 -0.06117 6.04074
14 C -3.43913 2.53148 2.06622
15 H 3.39289 2.92415 0.09389
16 H -3.68195 4.20777 -4.74905
17 H -2.66119 -2.15543 1.32285
18 C -2.24943 3.41439 -3.39307
19 C 0.61196 -3.11703 6.38674
20 C 1.07415 -0.60711 -4.61083
21 C 1.82944 -3.73221 -0.00377
22 N -0.51194 -2.96320 4.42848
23 C -1.56788 -1.55707 6.18060
24 H 2.28752 2.68894 -2.63459
25 H -2.58238 0.85829 6.67326
26 C -3.00682 0.35740 5.77338
27 N 3.04065 -1.75698 -2.66218
28 H -4.96065 0.76706 -2.65738
29 H 3.47408 4.76949 -2.37254
30 C 1.30015 -3.90558 5.46207
31 C 3.43881 -4.07941 -2.24011
32 H 0.95661 -2.91659 7.42363
33 H -2.70512 -3.89152 -0.78429
34 H -2.48736 -2.77874 -3.69492
35 H 3.75775 2.75150 1.80272
36 H -3.43583 3.00495 1.04286
37 Ti 1.08539 -0.44303 -1.90860
38 H -1.53534 4.14417 -3.74021
39 C -1.86034 2.33536 -2.56912
40 H 1.90628 -0.27132 2.65820
41 H 4.98103 -0.68040 -0.33691
42 N -2.17806 -0.76890 5.37324
43 C 4.84381 0.27380 0.19956
44 H 5.56595 0.29761 1.04481
45 H 3.31441 -1.12596 2.24957
46 H 2.22630 6.91574 -1.62694
47 C 2.51882 -4.94460 -0.22052
48 H -4.44871 0.72742 1.42217
49 C 2.90062 -0.11938 2.34967
50 H 1.43396 0.41816 -4.65994
51 C 0.51140 -3.80178 4.32669
52 C -3.47912 3.43333 -4.01049
53 H -2.58168 3.11460 5.29962
54 H 3.49839 0.49025 3.06552
55 H 3.94612 -5.99286 -1.48384
56 H 1.70890 -1.50314 -6.57470
57 N 0.27846 -1.02436 -3.64480
58 N -0.28546 -2.26168 -3.99912
59 C 2.81774 -2.79595 -1.85758
60 N 1.93469 -2.67541 -0.79518
61 H -1.67999 -1.64222 7.28258
62 B -1.44159 -3.04825 -3.14053
63 C 1.71963 5.94381 -1.69369
64 C 3.04894 2.39268 0.98190
65 N -1.42991 -2.47285 -1.70080
66 H -0.08779 -3.48825 -5.77800
67 H -1.16200 -4.25275 -3.32232
68 C 0.34731 5.85063 -1.22321
69 H 2.00091 2.68925 1.31537
70 C -2.05802 -2.11666 0.42768
71 H -2.62792 4.25721 3.13899
72 H 5.11330 1.13989 -0.44072
73 C -1.01338 -1.23050 0.10669
74 N 0.29574 1.14818 -2.15394
75 C 2.37509 4.78321 -2.06922
76 N 3.95126 -4.08049 -3.52368
77 C 1.71811 3.56187 -2.25427
78 H -0.08300 6.67279 -0.62440
79 H -5.47821 2.75759 -3.98877
80 H -4.01475 -0.47228 3.52736
81 H -1.35866 4.45713 -1.06762
82 O 2.15759 0.09321 -0.34796
83 C -0.30754 4.58619 -1.31225
84 C -3.02428 3.22833 3.19579
85 C 0.34818 3.47610 -1.90006
86 C -0.50905 -2.50250 5.68010
87 C -2.94331 2.56492 4.44962
88 C -2.89047 1.38345 -2.26763
89 C 0.20695 -2.53498 -5.27814
90 H -2.69365 0.59575 -1.55512
91 N -0.59694 -1.44199 -1.18297
92 P 3.14082 0.60103 0.71309
93 C -2.22016 -2.94091 -0.73180
94 C -4.48804 2.58341 -3.64260
95 C 1.04173 -1.51518 -5.71887


Number 2 is which compound? C4H9N3


The highest ΔE to the lowest compared entry with this formula, charge and spin belongs to which entry? C39H41BN10OPSeTi